Here is a structure of composition C17H11AsF2MgNO6S from OMol25. Energies are from ωB97M-V/def2-TZVPD.

Properties
E   -4194.6384 Eh
Highest occupied orbital energy   -5.38 eV
Energy relative to the best compared isomer or geometry (same formula, charge and spin)   77.6 kJ/mol
Lowest unoccupied orbital energy   2.82 eV
Net charge   -1
HOMO-LUMO gap   8.200 eV
Largest force on an atom   2.97 eV/Å

Last column: Mulliken charge in e.
CARTESIAN COORDINATES (ANGSTROEM)
1 Mg -0.77669 0.00828 0.20075  0.50
2 O -3.28021 0.81084 2.55989  -0.58
3 As -1.61898 1.37139 2.93455  -0.05
4 O -0.94762 -0.29176 3.61430  -0.66
5 O -0.97153 1.35935 1.43685  -0.13
6 C -1.75257 -1.34280 3.51816  0.39
7 C -2.86406 -1.45344 4.36941  -0.09
8 C -3.74190 -2.50925 4.26177  -0.50
9 C -3.49490 -3.52676 3.35092  -0.52
10 C -2.38560 -3.44530 2.53199  -0.89
11 C -1.53329 -2.35740 2.58962  0.18
12 S -0.47152 -2.23744 1.15268  1.74
13 O -1.46956 -1.81431 0.14843  -0.75
14 O 0.06298 -3.55592 0.91201  -0.79
15 O 0.55308 -1.20057 1.25582  -0.68
16 H -3.20904 0.37379 1.70510  0.32
17 H -3.02118 -0.66059 5.08978  0.41
18 H -4.63277 -2.54061 4.87500  0.35
19 H -4.17223 -4.36271 3.25901  0.38
20 H -2.16195 -4.21171 1.80605  0.42
21 F -5.54412 1.17604 -2.36816  -0.35
22 C -4.22707 1.44538 -2.14780  0.41
23 C -3.44280 0.55481 -1.44672  -0.13
24 C -2.10274 0.82943 -1.19148  -0.56
25 C -1.55056 2.01312 -1.71767  -0.05
26 C -2.37634 2.88107 -2.43341  0.46
27 F -1.90969 4.03729 -2.99670  -0.36
28 C -3.71950 2.63364 -2.63708  -0.77
29 C -0.11750 2.22269 -1.46950  0.79
30 C 0.59866 3.38479 -1.78932  -0.86
31 C 1.95045 3.45665 -1.50322  -0.30
32 C 2.57709 2.38206 -0.88998  -0.84
33 C 1.79939 1.27244 -0.59988  -0.05
34 N 0.51993 1.19649 -0.89963  -0.12
35 H -3.87244 -0.37827 -1.10889  0.48
36 H -4.34184 3.34096 -3.16000  0.47
37 H 0.11806 4.23090 -2.25190  0.46
38 H 2.51673 4.34538 -1.75227  0.41
39 H 3.63119 2.40288 -0.65094  0.38
40 H 2.20713 0.39760 -0.10927  0.48


Here is a structure of composition C17H11Cl3F10GeN3W from OMol25. Energies are from ωB97M-V/def2-TZVPD.

Properties
E   -5340.6296 Eh
Highest occupied orbital energy (alpha / beta)   -14.82 / -14.84 eV
Energy relative to the best compared isomer or geometry (same formula, charge and spin)   1865.0 kJ/mol
Lowest unoccupied orbital energy (alpha / beta)   -8.57 / -9.49 eV
Net charge   +2
HOMO-LUMO gap (alpha / beta)   6.245 / 5.343 eV
Multiplicity   4
Largest force on an atom   11.15 eV/Å

Last column: Mulliken charge in e.
CARTESIAN COORDINATES (ANGSTROEM)
1 W 0.21217 0.49817 0.35828  0.37
2 C 0.30295 3.44459 0.84862  -1.11
3 N 0.13656 2.41484 -0.24775  -0.12
4 C -1.29182 2.51326 -0.85400  -0.72
5 C -2.23094 1.57088 -0.01148  -0.70
6 N -1.65969 0.24080 -0.22858  0.51
7 C -2.50660 -0.86748 -0.01520  -0.62
8 C -3.46381 -0.95347 0.99123  0.79
9 F -3.49644 0.00297 1.92252  -0.29
10 C -4.32919 -2.03162 1.07521  0.01
11 F -5.21893 -2.08871 2.04559  -0.25
12 C -4.26082 -3.05424 0.13825  0.59
13 F -5.07996 -4.07922 0.22674  -0.25
14 C -3.31205 -3.00293 -0.87421  0.26
15 F -3.22115 -3.97460 -1.76393  -0.28
16 C -2.47869 -1.90801 -0.93900  0.05
17 F -1.53365 -1.82616 -1.91980  -0.38
18 C 1.21839 2.63039 -1.30442  -0.75
19 C 2.59018 2.24715 -0.67632  -0.71
20 N 2.29521 1.05694 0.14309  -0.14
21 C 3.10773 -0.08924 0.18688  0.17
22 C 2.38685 -1.36204 0.51235  0.51
23 F 0.87241 -1.37574 2.27152  -0.38
24 C 0.16575 -2.51745 0.37012  0.84
25 F -0.54245 -3.56762 0.11418  -0.29
26 C 3.39110 -2.39309 0.60740  -0.28
27 F 3.11523 -3.61470 0.93642  -0.19
28 C 4.63229 -1.81971 0.35717  0.57
29 F 5.77710 -2.42803 0.38333  -0.24
30 C 4.46323 -0.43955 0.06455  0.13
31 F 5.43035 0.37056 -0.24748  -0.23
32 H 0.37259 4.44512 0.41890  0.35
33 H 1.20247 3.23871 1.42390  0.39
34 H -0.54632 3.41783 1.52316  0.43
35 H -1.27827 2.14530 -1.87867  0.33
36 H -1.64926 3.54296 -0.85211  0.45
37 H -3.24472 1.62076 -0.41709  0.55
38 H -2.28123 1.85170 1.04176  0.36
39 H 1.21933 3.66409 -1.65093  0.50
40 H 1.02060 1.96693 -2.14758  0.34
41 H 2.99506 3.06027 -0.07247  0.41
42 H 3.31600 2.02068 -1.45768  0.44
43 Cl 0.94659 -1.37934 0.75557  0.29
44 Ge 1.02128 -1.14200 -1.46488  0.73
45 Cl 1.76525 -2.99314 -2.19588  -0.23
46 Cl -0.33068 0.94320 2.50271  -0.21


Here is a structure of composition C17H11ClINO3Tc from OMol25. Energies are from ωB97M-V/def2-TZVPD.

Properties
E   -1772.9808 Eh
Highest occupied orbital energy (alpha / beta)   -14.63 / -14.86 eV
Lowest unoccupied orbital energy (alpha / beta)   -9.45 / -8.82 eV
Net charge   +2
HOMO-LUMO gap (alpha / beta)   5.176 / 6.039 eV
Multiplicity   4
Largest force on an atom   0.69 eV/Å

Last column: Mulliken charge in e.
CARTESIAN COORDINATES (ANGSTROEM)
1 Tc 0.26607 -0.09737 -0.84287  1.92
2 Cl -0.80848 6.66290 -1.30439  -0.15
3 C -0.30281 5.06130 -1.56704  0.42
4 C 0.47257 4.76269 -2.65980  -0.53
5 C 0.90962 3.44721 -2.91884  -0.55
6 I 2.06087 3.03130 -4.54956  0.29
7 C 0.55473 2.44935 -2.01864  1.47
8 O 0.95220 1.17668 -2.08933  -0.75
9 C -0.26432 2.74572 -0.91849  0.28
10 N -0.60448 1.67297 -0.13934  -0.54
11 C -1.37172 1.86822 0.94467  -0.15
12 C -1.84357 3.12656 1.27578  -0.91
13 C -1.51789 4.21502 0.48352  -0.40
14 C -0.70888 4.03821 -0.64271  0.05
15 H 0.75188 5.55934 -3.33515  0.44
16 H -1.61145 0.99896 1.54259  0.47
17 H -2.47180 3.23808 2.14761  0.43
18 H -1.88846 5.20135 0.73231  0.48
19 C 2.74196 -2.43339 1.85786  -1.46
20 C 1.54672 -2.14191 1.02184  1.50
21 O 1.49789 -0.95987 0.53544  -0.63
22 C 0.50535 -3.09565 0.79461  -0.21
23 C 0.60889 -4.38085 1.37438  -0.77
24 C -0.37848 -5.31754 1.19479  -0.96
25 C -1.49902 -4.99236 0.42789  -0.33
26 C -1.63854 -3.74176 -0.15501  -0.71
27 C -0.64390 -2.80654 0.02824  0.97
28 O -0.83462 -1.58903 -0.56448  -0.63
29 H 3.39577 -1.56815 1.88810  0.33
30 H 3.28191 -3.28867 1.44707  0.44
31 H 2.43398 -2.69812 2.87131  0.42
32 H 1.47700 -4.63231 1.96653  0.41
33 H -0.28795 -6.29757 1.64119  0.44
34 H -2.27759 -5.73012 0.28040  0.42
35 H -2.50347 -3.48465 -0.75048  0.50